one.
DFT (the ωB97M-V functional and the def2-TZVPD basis) results for 7 unconnected molecules or ions with the total composition C4H24NO8.

Output
HOMO energy in Ha: -0.51031
Kohn-Sham gap in eV: 11.12
Charge: +1

Atoms and positions in Å:
O: 0.205 -2.915 0.709
O: 1.059 -3.001 -2.254
O: 2.715 1.627 1.461
O: -3.433 1.233 -1.284
O: 2.659 -0.818 -1.860
O: -1.842 3.416 -1.184
O: -0.170 1.569 -2.523
O: -0.954 1.735 0.848
N: 0.810 -0.056 0.526
C: 0.567 -1.817 2.832
C: -0.322 -1.968 1.599
C: -1.512 0.515 1.275
C: -0.556 -0.648 0.747
H: -1.546 0.487 2.398
H: 2.472 -1.696 -2.240
H: 1.580 -1.429 2.765
H: 1.407 -0.228 1.338
H: -1.440 2.030 0.050
H: -1.368 4.203 -1.472
H: 2.451 2.529 1.286
H: 1.221 -3.801 -1.737
H: 0.172 -1.128 3.617
H: 0.857 -2.766 3.301
H: -3.651 0.802 -2.120
H: -2.783 3.521 -1.009
H: 0.872 -2.570 0.092
H: -2.498 0.368 0.825
H: -1.257 -2.408 2.005
H: -0.996 1.754 -2.980
H: 0.482 2.219 -2.803
H: 0.717 0.947 0.295
H: 2.373 -0.105 -2.433
H: 1.347 -0.450 -0.253
H: 0.122 -2.796 -2.127
H: -0.865 -0.874 -0.263
H: -2.484 1.079 -1.231
H: 3.590 1.441 1.805



two.
DFT (the ωB97M-V functional and the def2-TZVPD basis) results for 7 unconnected molecules or ions with the total composition C4H24NO8.

Output
HOMO energy in Ha: -0.48809
Kohn-Sham gap in eV: 10.57
Charge: +1

Atoms and positions in Å:
O: -2.649 0.460 -0.802
O: 1.742 -0.234 -4.114
O: -1.377 -0.352 -3.852
O: -4.039 -2.393 2.388
O: -0.104 2.276 -1.660
O: -1.240 -0.138 2.186
O: 2.494 -1.456 -0.803
O: -0.293 2.166 3.317
N: 0.201 -0.192 -0.012
C: 0.947 0.282 1.252
C: 3.086 -0.305 -0.083
C: 0.139 -0.399 2.364
C: 2.368 -0.274 1.245
H: 0.107 -1.480 2.505
H: 2.925 0.504 -0.791
H: 1.312 -0.926 -3.624
H: 2.555 -1.167 1.865
H: -0.179 3.007 2.872
H: -3.441 0.981 -0.635
H: -1.533 0.744 2.435
H: 4.121 -0.596 0.142
H: -0.303 2.217 4.254
H: 0.850 1.357 1.343
H: -3.535 -1.798 2.941
H: 2.404 -0.574 -4.721
H: -2.819 0.216 -1.717
H: 2.938 0.339 1.969
H: -0.619 -0.905 -4.024
H: -3.827 -2.408 1.492
H: -1.648 0.129 -4.635
H: -0.702 -0.592 0.266
H: -0.018 2.465 -2.596
H: -0.011 0.630 -0.592
H: -0.073 3.093 -1.171
H: 0.553 -0.074 3.336
H: 3.085 -1.555 -1.559
H: 0.740 -0.884 -0.537



one is the most stable structure; the next one sits 0.234 eV above it.



one.
DFT (the ωB97M-V functional and the def2-TZVPD basis) results for 2 unconnected molecules or ions with the total composition C2H7NO3S.

Output
HOMO energy in Ha: -0.37863
Kohn-Sham gap in eV: 11.08

Atoms and positions in Å:
S: 1.729 0.196 0.106
O: 1.062 -0.106 -1.181
O: 3.246 -0.207 -0.320
O: 1.239 -1.075 1.115
N: -0.746 0.476 1.426
C: -1.671 -0.325 -0.727
C: -1.353 0.712 0.342
H: -1.545 -1.242 -0.286
H: 0.309 -0.900 1.286
H: -1.454 1.723 0.051
H: 3.121 -0.310 -1.268
H: -2.550 0.020 -1.117
H: -0.841 -0.150 -1.481
H: -0.547 1.187 2.055



two.
DFT (the ωB97M-V functional and the def2-TZVPD basis) results for 2 unconnected molecules or ions with the total composition C2H7NO3S.

Output
HOMO energy (alpha / beta) in Ha: -0.37475 / -0.32796
Kohn-Sham gap (alpha / beta) in eV: 8.86 / 7.40

Atoms and positions in Å:
S: -1.429 0.915 -0.475
O: -2.357 0.739 0.628
O: 0.084 -1.034 0.118
O: -0.269 2.021 -0.069
N: -1.942 1.025 -1.854
C: -0.532 -2.150 0.584
C: 0.456 1.977 1.132
H: -1.523 -1.814 1.051
H: -0.073 2.354 2.013
H: 0.694 0.831 1.357
H: 0.056 -2.690 1.351
H: -1.189 1.017 -2.463
H: -0.943 -2.830 -0.263
H: 1.314 2.629 0.991



one is the most stable structure; the next one sits 3.631 eV above it.



one.
DFT (the ωB97M-V functional and the def2-TZVPD basis) results for a gas-phase ion, C4H7N6 (charge +1).

Output
HOMO energy in Ha: -0.51160
Kohn-Sham gap in eV: 9.89
Charge: +1
Structure (SMILES): N#CN/C(N)=N\C=N\C=[NH2+]

Atoms and positions in Å:
N: 2.307 1.488 -0.668
N: -1.492 0.118 0.155
N: 3.962 -1.545 0.012
N: -2.960 -1.522 0.122
N: 0.390 1.413 0.282
N: 1.645 -0.626 0.293
C: -0.849 1.143 0.543
C: 2.922 -1.119 0.198
C: 1.427 0.724 -0.004
C: -2.602 -0.311 -0.197
H: -1.180 1.798 1.289
H: 0.898 -1.235 0.594
H: -3.283 0.193 -0.932
H: -2.391 -2.275 0.457
H: -3.896 -1.734 -0.242
H: 3.082 1.046 -1.194
H: 2.019 2.443 -0.707



two.
DFT (the ωB97M-V functional and the def2-TZVPD basis) results for a gas-phase ion, C4H7N6 (charge +1).

Output
HOMO energy in Ha: -0.50015
Kohn-Sham gap in eV: 8.94
Charge: +1
Structure (SMILES): N#C/N=C(N)/N=C\NC=[NH2+]

Atoms and positions in Å:
N: 1.607 -0.480 -0.036
N: 0.189 0.279 -1.815
N: -2.305 0.047 2.206
N: -2.078 0.169 -1.842
N: 1.305 -0.038 2.215
N: -0.959 -0.247 0.185
C: 1.165 0.309 0.913
C: 1.378 0.072 -1.425
C: -1.010 -0.033 -1.064
C: -1.804 -0.041 1.166
H: 1.426 -1.024 2.322
H: 2.269 0.200 -2.079
H: -1.808 0.405 -2.809
H: -3.060 0.075 -1.553
H: 0.894 0.510 2.936
H: 2.078 -1.467 0.113
H: 0.713 1.265 0.565



one is the most stable structure; the next one sits 0.395 eV above it.



one.
DFT (the ωB97M-V functional and the def2-TZVPD basis) results for a gas-phase ion, C4H11NO2 (charge +1).

Output
HOMO energy (alpha / beta) in Ha: -0.55461 / -0.55417
Spin multiplicity: 2
Kohn-Sham gap (alpha / beta) in eV: 12.14 / 7.37
Charge: +1

Atoms and positions in Å:
O: 2.852 1.917 0.672
O: 0.298 -1.916 -0.316
N: 1.012 0.620 0.102
C: -2.078 -1.395 -0.626
C: -0.390 0.290 0.061
C: -0.629 -0.959 -0.791
C: 1.501 1.761 0.827
H: 3.336 1.247 1.181
H: -0.449 -0.701 -1.833
H: -2.287 -1.543 0.435
H: -2.737 -0.547 -0.849
H: 1.637 0.404 -0.682
H: -2.381 -2.206 -1.278
H: 1.015 2.641 0.360
H: -0.196 -2.658 0.044
H: 1.120 1.760 1.860
H: -0.936 1.189 -0.265
H: -0.689 0.096 1.097



two.
DFT (the ωB97M-V functional and the def2-TZVPD basis) results for 2 unconnected molecules or ions with the total composition C4H11NO2.

Output
HOMO energy (alpha / beta) in Ha: -0.54452 / -0.54263
Spin multiplicity: 2
Kohn-Sham gap (alpha / beta) in eV: 10.55 / 5.79
Charge: +1

Atoms and positions in Å:
O: 1.960 1.192 0.704
O: 0.579 2.177 -2.900
N: -0.439 -1.673 -0.421
C: -2.058 -1.310 1.478
C: -0.212 0.325 0.871
C: -0.642 -1.128 0.876
C: 1.193 0.387 0.307
H: -1.080 -1.280 -1.110
H: -0.364 -2.679 -0.510
H: 1.341 2.102 -2.338
H: -2.741 -1.947 0.915
H: 0.390 1.330 -3.309
H: -0.889 0.974 0.328
H: -2.542 -0.346 1.635
H: -0.265 0.766 1.834
H: 0.018 -1.664 1.504
H: 1.498 -0.438 -0.391
H: -1.995 -1.800 2.447



one is the most stable structure; the next one sits 0.893 eV above it.